Entry 1:
ORCA calculation (ωB97M-V/def2-TZVPD) on a cluster of 3 separate species, C6H10O in total.

**HOMO level**: -8.40 eV

Geometry as ORCA input:
```
! RIJCOSX wB97M-V def2-TZVPD def2/J DEFGRID3
* xyz 0 1
C -0.124 1.253 1.749
C 0.167 0.348 0.589
C 1.374 0.183 -0.083
C 1.163 -0.603 -1.232
C -0.087 -1.413 -0.957
C -0.810 -0.371 -0.142
O -2.095 -0.586 0.246
H -0.474 0.693 2.627
H -0.891 1.998 1.500
H 0.774 1.802 2.047
H 2.282 0.736 0.141
H 1.955 -0.945 -1.892
H 0.206 0.361 -1.905
H -0.631 -1.759 -1.838
H 0.153 -2.261 -0.304
H -0.646 0.524 -1.495
H -2.317 0.041 0.947
*
```


Entry 2:
ORCA calculation (ωB97M-V/def2-TZVPD) on the molecule C6H10O.

**SMILES**: O[C@@H]1C=CCCC1
**HOMO level**: -9.62 eV

Geometry as ORCA input:
```
! RIJCOSX wB97M-V def2-TZVPD def2/J DEFGRID3
* xyz 0 1
O 1.556 -0.747 1.315
C 1.315 -0.505 -0.073
C 0.052 -1.229 -0.549
C -1.116 -0.719 0.294
C -1.340 0.776 0.019
C -0.064 1.539 -0.253
C 1.142 0.973 -0.333
H 1.114 -0.043 1.806
H 2.202 -0.897 -0.580
H 0.171 -2.316 -0.482
H -0.107 -0.979 -1.609
H -0.880 -0.884 1.354
H -2.030 -1.285 0.095
H -1.986 0.889 -0.862
H -1.883 1.250 0.848
H -0.170 2.609 -0.430
H 2.025 1.567 -0.561
*
```


Entry 3:
ORCA calculation (ωB97M-V/def2-TZVPD) on the molecule C6H10O.

**SMILES**: C=C(O)[C@H]1C[C@@H]1C
**HOMO level**: -8.30 eV

Geometry as ORCA input:
```
! RIJCOSX wB97M-V def2-TZVPD def2/J DEFGRID3
* xyz 0 1
C -0.810 1.824 1.432
C -0.345 1.284 0.091
C 0.951 0.566 0.192
C -0.069 -1.200 -1.039
O 0.075 -0.722 -2.303
C 0.236 -2.434 -0.628
C -0.337 -0.216 0.022
H -0.258 2.739 1.670
H -0.571 1.093 2.218
H -1.881 2.037 1.491
H -0.535 1.883 -0.796
H 1.484 0.463 1.124
H 1.585 0.569 -0.693
H 0.644 -1.351 -2.768
H 0.401 -3.269 -1.289
H 0.331 -2.609 0.438
H -0.839 -0.688 0.864
*
```


Entry 4:
ORCA calculation (ωB97M-V/def2-TZVPD) on a cluster of 2 separate species, C6H10O in total.

**SMILES**: C/C=C/O.C#CC
**HOMO level**: -8.35 eV

Geometry as ORCA input:
```
! RIJCOSX wB97M-V def2-TZVPD def2/J DEFGRID3
* xyz 0 1
C -1.516 0.743 1.352
C -1.338 1.285 0.294
C 1.645 0.258 -0.583
C 1.827 -0.494 0.524
C -1.379 1.978 -1.017
C 0.837 -1.321 1.168
O 2.582 1.038 -1.123
H -1.357 0.447 2.346
H 0.817 0.143 -1.185
H 2.696 -0.423 1.143
H -2.190 1.576 -1.517
H -0.399 1.650 -1.462
H -1.385 3.006 -0.802
H 0.233 -0.894 2.023
H 1.412 -2.171 1.593
H 0.157 -1.796 0.391
H 3.453 1.086 -0.563
*
```


Entry 5:
ORCA calculation (ωB97M-V/def2-TZVPD) on the molecule C6H10O.

**SMILES**: CC(C)=CCC=O
**HOMO level**: -9.04 eV

Geometry as ORCA input:
```
! RIJCOSX wB97M-V def2-TZVPD def2/J DEFGRID3
* xyz 0 1
C -2.270 0.208 -0.203
C -0.790 0.112 0.065
C -0.280 1.025 1.146
C -0.026 -0.752 -0.609
C 1.412 -1.090 -0.319
C 2.476 -0.078 -0.686
O 2.285 1.077 -0.976
H -2.591 1.242 -0.376
H -2.824 -0.154 0.674
H -2.570 -0.400 -1.062
H -0.401 2.069 0.828
H 0.780 0.878 1.365
H -0.855 0.904 2.073
H -0.489 -1.319 -1.415
H 1.684 -2.035 -0.807
H 1.560 -1.280 0.757
H 3.511 -0.488 -0.632
*
```


Ordered HOMO-LUMO gap results: 9.21, 10.61, 9.20, 9.23, 9.99; unit eV.
Ordered energy above the lowest of the compared OMol25 structures with the same formula, charge and spin results: 263.74, 11.27, 152.92, 321.49, 39.77; unit kJ/mol.
Ordered F_max results: 0.36, 0.29, 0.53, 4.32, 0.52; unit eV Å⁻¹.